Record 1
{
  "formula": "C29H39CuN4O4S2Se2Si2",
  "method": "ωB97M-V/def2-TZVPD",
  "orbital_gap_ev": [5.78, 6.56],
  "s2": 0.770,
  "de_lowest_ev": 3.479,
  "charge": -1,
  "homo_ev": [-3.37, -4.73],
  "multiplicity": 2,
  "species": ["Se", "Se", "Cu", "S", "S", "Si", "Si", "O", "O", "O", "O", "N", "N", "N", "N", "C", "C", "C", "C", "C", "C", "C", "C", "C", "C", "C", "C", "C", "C", "C", "C", "C", "C", "C", "C", "C", "C", "C", "C", "C", "C", "C", "C", "C", "H", "H", "H", "H", "H", "H", "H", "H", "H", "H", "H", "H", "H", "H", "H", "H", "H", "H", "H", "H", "H", "H", "H", "H", "H", "H", "H", "H", "H", "H", "H", "H", "H", "H", "H", "H", "H", "H", "H"],
  "xyz": [[3.68112, -3.24310, 0.08666], [1.63430, -4.36580, -1.32284], [0.96245, -0.47453, 0.40032], [4.43637, 0.47174, 4.45334], [4.08936, 1.16037, 0.93579], [-2.80520, -1.14197, -0.97350], [-1.88993, 1.75559, -2.43185], [-0.25818, 2.45827, 5.19168], [-0.69465, -1.47197, -3.16682], [-0.32259, 0.80389, 1.38604], [-0.12952, -0.10410, -1.40106], [0.84109, 2.18521, 2.85338], [1.47783, -1.66159, -2.04194], [2.39656, -1.19961, 1.50188], [2.00238, 2.13268, 2.14762], [-0.22375, 1.55886, 2.41535], [3.06283, -0.66186, 3.95386], [5.48151, 1.41836, 2.07982], [-2.70351, 1.59839, 2.61893], [3.56670, -2.05775, 3.96465], [-0.77665, -1.33217, -4.57896], [2.69822, 1.07733, 2.06331], [5.63074, 0.29834, 3.09470], [2.31752, -0.28866, 2.64999], [-2.80475, 3.08549, -1.44479], [-1.41493, 2.16175, 4.57289], [0.32952, -0.90323, -2.46342], [-3.87265, -1.66649, -2.44629], [3.60162, -2.79674, 2.85552], [-1.46389, 1.80103, 3.21647], [1.77935, -2.94887, -2.54524], [-3.81562, 1.97624, 4.70276], [2.48647, -2.01810, -4.68797], [3.08743, -2.30010, 1.58138], [-0.21480, 2.40723, -3.01726], [-4.01601, -0.46363, 0.31842], [-1.91481, -2.62273, -0.24839], [-2.97246, 1.43149, -3.95404], [2.26210, -3.13258, -3.79487], [-1.56148, 0.28699, -1.26331], [1.67693, -0.49992, -2.96441], [-2.59606, 2.21469, 5.31080], [2.22083, -0.76238, -4.30954], [-3.87902, 1.69409, 3.34398], [-4.83509, 1.54059, 2.85907], [-2.21329, 3.43536, -0.59583], [-2.62977, 0.58631, -4.55045], [6.35824, 1.47711, 1.43172], [-3.74856, 2.69565, -1.05358], [-0.10019, -2.01618, -5.08239], [2.90326, -2.21529, -5.66913], [2.07368, 0.37708, -2.45642], [0.43115, 2.49392, 4.47932], [4.02545, -3.79067, 2.85343], [5.34408, 2.37306, 2.58782], [-1.80351, -1.59248, -4.83199], [2.39038, -0.50289, 4.79941], [-4.72196, 2.02463, 5.29454], [-0.28303, 3.45102, -3.33104], [-3.31354, -2.29985, -3.13468], [-2.72573, 1.35089, 1.56660], [-3.49530, -0.20749, 1.24330], [-4.00860, 1.23978, -3.66725], [2.57228, -4.12494, -4.08725], [-2.55286, -3.19594, 0.42692], [-1.57011, -3.29287, -1.03332], [-4.78063, -1.20666, 0.55786], [-2.96592, 2.31765, -4.59417], [-4.52656, 0.43695, -0.03702], [-4.26728, -0.81424, -3.00245], [5.49192, -0.68484, 2.64251], [-1.51378, 0.76510, -0.27966], [1.26380, -0.20231, 2.92485], [2.42364, 0.09581, -4.93781], [-0.56209, -0.30953, -4.89588], [3.96280, -2.42407, 4.90419], [-2.52995, 2.45851, 6.36395], [-1.03102, -2.31138, 0.31597], [0.17130, 1.82747, -3.86002], [6.61537, 0.33589, 3.56521], [-4.72277, -2.24579, -2.07683], [-3.03703, 3.94930, -2.07208], [0.51845, 2.34521, -2.21045]],
  "lowdin_charge": [0.6129, 0.5552, 0.3961, 0.9065, 0.9238, 0.5562, 0.5566, 0.0385, -0.0580, -0.0857, -0.1670, 0.0256, 0.0462, -0.0598, 0.0361, -0.4390, -0.4906, -0.5434, -0.0468, -0.1255, -0.0493, -0.5802, -0.5208, -0.3134, -0.1722, -0.2802, -0.5058, -0.1653, -0.1400, -0.0629, -0.7408, -0.1035, -0.1085, -0.7482, -0.1488, -0.1713, -0.1490, -0.1760, -0.1450, -0.3182, -0.1167, -0.0288, -0.0669, -0.1022, 0.0942, 0.0348, 0.0038, 0.0649, 0.0219, 0.0826, 0.1003, 0.1423, 0.0626, 0.0805, 0.0639, 0.0856, 0.1020, 0.0942, 0.0320, 0.0184, 0.0708, 0.0057, 0.0195, 0.0827, 0.0357, 0.0175, 0.0339, 0.0310, 0.0316, 0.0065, 0.0713, 0.0487, 0.1250, 0.1033, 0.0902, 0.1036, 0.1092, 0.0244, 0.0226, 0.0647, 0.0289, 0.0264, 0.0391]
}

=====

Record 2
{
  "formula": "C29H39NO5",
  "method": "ωB97M-V/def2-TZVPD",
  "orbital_gap_ev": 7.42,
  "de_lowest_ev": 23.087,
  "homo_ev": -7.36,
  "smiles": "CCOc1cc(C2C3=C(CC(C)(C)CC3=O)N(CCCOC)C3=C2C(=O)CC(C)(C)C3)ccc1O",
  "species": ["O", "O", "O", "O", "O", "N", "C", "C", "C", "C", "C", "C", "C", "C", "C", "C", "C", "C", "C", "C", "C", "C", "C", "C", "C", "C", "C", "C", "C", "C", "C", "C", "C", "C", "C", "H", "H", "H", "H", "H", "H", "H", "H", "H", "H", "H", "H", "H", "H", "H", "H", "H", "H", "H", "H", "H", "H", "H", "H", "H", "H", "H", "H", "H", "H", "H", "H", "H", "H", "H", "H", "H", "H", "H"],
  "xyz": [[2.14303, -3.72994, -1.53021], [1.13483, 0.63348, 3.89935], [-0.81883, 3.65723, 0.57850], [-5.16913, -1.05680, 1.01638], [-4.97355, 1.42242, 2.04349], [1.51115, 0.05090, -1.06361], [-1.33552, -0.67851, 0.67008], [1.01687, -1.82496, -2.53127], [1.12737, 0.08150, 1.33556], [2.63390, -2.06312, 2.06429], [1.92726, -0.39347, 0.36401], [2.78564, -1.54816, 0.60999], [0.10923, 1.75704, -0.06284], [-2.85575, -1.43602, 0.65654], [0.73912, 1.57044, -2.65503], [2.83541, -0.77275, 2.97974], [4.04151, -2.92322, 2.18829], [-1.74711, 2.00343, -2.58042], [1.84379, -0.95349, -2.13994], [0.04400, 3.44819, -4.03984], [-4.28611, 2.73134, 4.01784], [-3.89548, -0.68381, 1.08025], [-1.22130, 0.52709, 1.13899], [1.59369, 0.14360, 2.80168], [-4.85096, 2.77067, 2.53466], [1.61181, -2.98920, 2.32478], [2.37025, -4.55735, -2.82783], [-0.26985, 2.70836, -2.65155], [0.06603, 1.13092, 1.28864], [0.90015, 1.16811, -1.19859], [0.02038, 3.75960, -1.54615], [0.74335, -2.84821, -1.80666], [-3.72779, 0.75871, 1.55591], [-0.20554, 3.17603, -0.21463], [-2.48839, 1.23477, 1.42035], [-0.24735, 2.68287, -4.90303], [4.33180, -3.33303, 3.17764], [1.52607, -5.15214, -3.22059], [-2.32452, 2.88287, -2.82594], [3.16107, -5.27489, -2.46790], [-2.95931, -2.50635, 0.35456], [1.63684, -3.68833, 1.53403], [-2.04409, 2.25261, 1.90677], [0.11194, 1.95755, 2.14881], [-5.69502, -0.53075, 1.56774], [-1.85290, 1.28281, -3.44958], [2.49936, 0.00090, -2.72935], [-3.26286, 2.15265, 4.03367], [0.86692, 3.96683, -4.36449], [-4.98847, 2.15646, 4.58984], [2.63917, -2.39555, -0.06750], [0.59314, 0.88272, -3.24817], [2.43760, -3.79988, -3.65366], [-4.03766, 3.36354, 2.09281], [-4.41097, 3.43491, 4.52302], [3.85783, -0.98178, 0.30095], [-1.03716, 3.89510, -4.25287], [1.77949, 2.14016, -2.92646], [-5.54010, 3.36297, 2.66011], [5.02196, -2.20041, 1.98963], [2.80141, -1.30644, 3.94186], [3.80468, -0.30266, 2.87223], [-0.10827, -3.54113, -2.33180], [-0.87394, 4.56853, -1.82834], [4.14988, -3.63587, 1.43231], [-0.75868, -1.38060, 0.20107], [0.80145, 4.19057, -1.51451], [1.27142, -2.10485, -3.63231], [0.60721, -2.39996, 2.05187], [-1.82081, 1.64686, -1.77291], [1.72339, -3.12626, 3.35852], [0.32221, -2.60689, -0.89260], [-0.17331, -1.34245, -2.63073], [2.83711, -1.48550, -1.74548]],
  "lowdin_charge": [-0.2530, 0.0381, 0.1632, 0.0833, -0.0634, 0.0345, 0.0347, -0.3871, -0.0613, -0.5410, -0.0636, -0.1149, -0.0183, 0.0756, -0.0974, -0.0442, -0.0418, 0.0613, -0.2189, -0.0496, -0.0146, -0.3045, -0.2506, -0.2273, -0.1713, -0.0428, -0.0564, -0.4460, -0.2086, -0.1343, -0.0269, -0.1648, -0.0892, -0.4963, 0.0408, 0.1083, 0.0764, 0.0675, 0.0815, 0.0992, 0.1057, 0.0861, 0.1610, 0.2004, 0.0695, 0.1189, 0.2206, 0.1286, 0.0347, 0.0770, 0.0854, 0.0087, 0.0738, 0.1209, -0.0674, 0.2039, 0.1044, 0.1888, 0.0232, 0.1254, 0.1202, 0.1194, 0.1887, 0.2012, 0.0370, 0.0349, 0.0163, 0.1789, 0.1420, -0.0605, 0.0922, 0.0778, 0.2391, 0.1667]
}

=====

Record 3
{
  "formula": "C29H40AsF7IrN8O3SSi",
  "method": "ωB97M-V/def2-TZVPD",
  "orbital_gap_ev": 7.65,
  "de_lowest_ev": 0.000,
  "charge": 3,
  "homo_ev": -15.81,
  "species": ["Ir", "As", "S", "Si", "F", "F", "F", "F", "F", "F", "F", "O", "O", "O", "N", "N", "N", "N", "N", "N", "N", "N", "C", "C", "C", "C", "C", "C", "C", "C", "C", "C", "C", "C", "C", "C", "C", "C", "C", "C", "C", "C", "C", "C", "C", "C", "C", "C", "C", "C", "C", "H", "H", "H", "H", "H", "H", "H", "H", "H", "H", "H", "H", "H", "H", "H", "H", "H", "H", "H", "H", "H", "H", "H", "H", "H", "H", "H", "H", "H", "H", "H", "H", "H", "H", "H", "H", "H", "H", "H", "H"],
  "xyz": [[0.96637, -0.23887, 0.85582], [4.08126, 0.36878, 0.95482], [-2.29242, 0.79159, 1.15186], [-3.36328, 4.03279, 1.55726], [2.60789, 0.47287, -0.23169], [3.97364, -1.32371, 0.82393], [2.59360, 0.24456, 2.10992], [3.91993, 2.05493, 1.10848], [5.14904, 0.49068, -0.33674], [5.19418, -5.51991, 0.79465], [5.11891, 0.27474, 2.27438], [1.57970, -2.17442, 0.72100], [-1.80443, -1.70328, -1.69356], [-0.36222, -0.47897, -0.56863], [4.70215, -7.36822, -1.29066], [-1.39748, -1.70078, 3.84954], [6.53806, -9.44200, -1.95013], [0.76844, -4.75309, -2.36506], [0.24622, 1.72634, 0.97176], [-2.22368, -0.80053, 3.36018], [-0.35957, -0.76987, 2.22269], [-1.59083, -0.25375, 2.38008], [-1.55667, 3.34130, 1.26749], [-0.74093, -1.61265, -1.13426], [0.72140, 4.06301, 0.86643], [1.10510, 2.72731, 0.81011], [5.67708, -8.80921, -3.01215], [-1.24356, -1.81912, 6.33987], [0.22389, -2.75785, -1.15346], [-4.72900, 2.78739, 1.33031], [3.25779, -4.32993, 0.31739], [-3.31451, 4.69285, 3.29167], [2.72937, -6.06978, -1.78161], [-0.24456, -1.67776, 3.17404], [-0.32693, -6.91624, -2.93911], [5.34568, -7.38784, -2.59862], [-0.00127, -3.69697, -2.14254], [1.29402, -2.94457, -0.27322], [0.39599, -5.68618, -3.45739], [-1.06436, 2.04544, 1.19018], [-1.89256, -0.46024, 6.57946], [4.08643, -5.37543, 0.05167], [5.55273, -7.94466, -0.25764], [-0.59495, 4.36336, 1.10137], [2.13081, -4.10292, -0.48864], [5.86194, -9.38966, -0.60344], [3.85093, -6.28384, -1.00263], [0.27970, -1.73788, 6.36749], [1.87534, -4.98223, -1.55288], [-1.76455, -2.48329, 5.06444], [-3.54232, 5.36620, 0.27749], [2.13737, 2.46649, 0.62747], [0.62996, -2.27949, 3.36591], [-0.57661, -7.56922, -3.77458], [-3.22236, 3.89687, 4.03403], [-1.57316, -0.06009, 7.54077], [1.29990, -5.93352, -4.01029], [-0.85786, -3.56452, -2.79168], [-1.59484, 0.26898, 5.81889], [0.75059, -2.70133, 6.15532], [-1.56637, -2.50461, 7.12858], [-2.85062, -2.54019, 5.04376], [-4.55667, 5.76929, 0.34226], [-0.23531, -5.12117, -4.13849], [2.50703, -6.78132, -2.56279], [6.26468, -6.78132, -2.59488], [4.95424, -9.98374, -0.68900], [6.53088, -9.84230, 0.12502], [-2.98151, -0.52279, 6.58849], [0.66088, -0.99009, 5.66301], [0.61799, -1.42404, 7.35372], [7.43073, -8.94425, -1.89796], [-5.66187, 3.35764, 1.36943], [-3.40994, 4.98383, -0.73715], [6.49032, -7.38778, -0.12905], [6.22403, -8.83870, -3.95200], [0.28105, -7.48206, -2.23281], [-0.90285, 5.40008, 1.16132], [4.68981, -6.96184, -3.35382], [-1.25662, -6.63694, -2.44328], [-2.49194, 5.39537, 3.44126], [-1.34752, -3.47797, 4.91585], [4.78110, -9.42225, -3.08815], [5.04007, -7.93936, 0.70056], [-4.24316, 5.23093, 3.49895], [1.47195, 4.82839, 0.72576], [6.76100, -10.40674, -2.20050], [-2.86197, 6.20723, 0.41853], [-4.71134, 2.29416, 0.35489], [3.50648, -3.64126, 1.11154], [-4.77964, 2.03239, 2.11383]],
  "lowdin_charge": [1.5106, 0.8350, 1.1902, 0.5243, -0.3432, -0.1949, -0.3582, -0.1891, -0.1458, 0.0958, -0.1504, -0.1853, 0.1210, -0.2263, -0.0814, -0.0219, 0.0693, 0.0030, -0.0802, 0.2105, -0.0683, -0.3234, -0.1918, -0.5465, 0.0255, -0.0704, -0.0755, -0.3995, -0.0194, -0.2120, 0.0964, -0.1572, 0.0726, -0.0004, -0.0465, -0.1249, 0.0682, -0.2443, -0.1562, -0.5146, -0.0577, -0.1752, -0.1382, -0.0260, -0.0405, -0.0718, -0.1274, -0.0615, -0.0969, -0.0515, -0.1597, 0.0818, 0.1721, 0.0946, 0.0385, 0.0974, 0.1220, 0.1630, 0.0727, 0.0879, 0.1538, 0.1438, 0.0533, 0.1318, 0.1181, 0.1475, 0.1455, 0.1467, 0.0916, 0.0757, 0.0988, 0.1883, 0.0530, 0.0521, 0.1393, 0.1462, 0.0749, 0.1163, 0.1346, 0.0903, 0.0427, 0.1426, 0.1446, 0.1456, 0.0522, 0.1371, 0.1916, 0.0391, 0.0341, 0.1307, 0.0199]
}

=====

Question: Which formula does entry 1 have?
Answer: C29H39CuN4O4S2Se2Si2